# 1
Molecular formula: C5H7NO2P
Method: DFT, ωB97M-V/def2-TZVPD

The geometry in ORCA input format:
```
! RIJCOSX wB97M-V def2-TZVPD def2/J DEFGRID3
* xyz -1 1
C -1.350 0.955 0.673
C 1.185 1.171 1.022
C 1.907 1.567 2.087
C -0.152 1.543 0.160
C -0.674 2.442 -2.488
N -2.286 0.444 1.138
O -0.540 -0.300 -1.933
O 1.686 1.183 -1.765
P 0.188 1.011 -1.661
H 1.603 0.353 0.361
H -0.051 2.600 0.402
H 2.905 1.186 2.363
H 1.675 2.454 2.703
H -1.648 2.620 -2.084
H -0.091 3.245 -2.390
H -0.693 2.377 -3.527
*
```

**E_LUMO**: 0.138 Eh
**SMILES**: C=C[C@H](C#N)[P@](C)(=O)[O-]
**Orbital gap**: 0.3379 hartree


# 2
Molecular formula: C5H7NO2S
Method: DFT, ωB97M-V/def2-TZVPD

The geometry in ORCA input format:
```
! RIJCOSX wB97M-V def2-TZVPD def2/J DEFGRID3
* xyz 0 1
C 2.037 1.464 -1.014
C 0.983 2.190 -1.301
C 0.683 0.170 0.209
C 0.054 -1.341 1.354
C -1.239 -1.699 0.781
N 1.871 0.336 -0.185
O -1.245 0.872 -1.621
O -2.189 -0.757 1.012
S -0.484 1.455 -0.498
H 3.040 1.488 -1.364
H 0.789 3.034 -1.912
H 0.050 -0.560 2.013
H 0.830 -2.101 1.319
H -1.734 -2.645 1.180
H -1.108 -1.819 -0.383
H -2.338 -0.086 0.410
*
```

**E_LUMO**: -0.016 Eh
**Orbital gap**: 0.3125 hartree


# 3
Molecular formula: C5H7NO3
Method: DFT, ωB97M-V/def2-TZVPD

The geometry in ORCA input format:
```
! RIJCOSX wB97M-V def2-TZVPD def2/J DEFGRID3
* xyz 0 1
C 1.430 -1.986 0.281
C 1.247 -1.279 -0.659
C -2.089 -0.794 -0.235
C -1.318 0.450 -0.226
C -0.033 0.646 0.468
N 0.874 1.411 -0.050
O 1.992 1.587 0.880
O 0.840 2.027 -1.113
O -2.417 0.291 0.582
H 1.372 -2.593 1.135
H 2.320 2.488 0.912
H 1.309 -0.834 -1.561
H -2.718 -0.983 -1.000
H -1.619 -1.618 0.240
H -1.416 1.154 -0.971
H 0.226 0.032 1.319
*
```

**E_LUMO**: 0.026 Eh
**SMILES**: [O-]/[N+](O)=C\[C@H]1CO1.C#C
**Orbital gap**: 0.3497 hartree


# 4
Molecular formula: C5H7NO3
Method: DFT, ωB97M-V/def2-TZVPD

The geometry in ORCA input format:
```
! RIJCOSX wB97M-V def2-TZVPD def2/J DEFGRID3
* xyz 0 1
C 1.450 -1.725 -0.280
C -0.079 1.736 1.072
C -1.357 0.005 -1.120
C 0.282 -1.009 0.302
C 0.504 0.843 0.011
O -0.819 -0.933 -1.670
N -2.343 0.679 -0.866
O -0.449 -1.277 1.188
O 1.526 1.114 -0.563
H -3.252 0.265 -0.707
H 1.686 -1.327 -1.262
H 2.311 -1.548 0.365
H 1.184 -2.775 -0.395
H -0.792 1.224 1.712
H -0.582 2.553 0.553
H 0.729 2.174 1.658
*
```

**E_LUMO**: -0.027 Eh
**SMILES**: CC(=O)C(C)=O.N=C=O
**Orbital gap**: 0.2904 hartree


# 5
Molecular formula: C5H7NOS
Method: DFT, ωB97M-V/def2-TZVPD

The geometry in ORCA input format:
```
! RIJCOSX wB97M-V def2-TZVPD def2/J DEFGRID3
* xyz 0 1
C 0.230 0.266 0.190
C 2.483 -0.484 0.129
C -0.279 -0.097 -1.169
C -0.389 -1.048 -0.136
C -0.415 1.418 0.993
N 1.583 0.215 0.318
O 3.493 -0.997 -0.057
S -1.970 -1.837 0.226
H -1.125 0.440 -1.519
H 0.368 -0.199 -2.042
H 0.276 -1.835 0.129
H 0.405 2.070 1.180
H -0.890 1.052 1.900
H -1.186 1.857 0.354
H -2.583 -0.820 -0.494
*
```

**E_LUMO**: 0.024 Eh
**SMILES**: C[C@]1(N=C=O)C[C@@H]1S
**Orbital gap**: 0.3543 hartree


# 6
Molecular formula: C5H7NOS3
Method: DFT, ωB97M-V/def2-TZVPD

The geometry in ORCA input format:
```
! RIJCOSX wB97M-V def2-TZVPD def2/J DEFGRID3
* xyz 0 1
C 0.341 -0.596 0.273
C 0.875 -0.696 1.429
C -0.078 2.457 1.875
C 1.278 0.611 -2.138
C -1.680 -2.132 -0.646
N -0.185 1.579 2.700
O 1.392 -0.684 2.470
S 0.536 3.591 0.983
S 1.392 -0.909 -1.124
S -1.359 -0.330 -0.117
H 0.731 0.160 -3.013
H 2.152 1.207 -2.459
H 0.499 1.089 -1.478
H -0.680 -2.406 -1.027
H -2.390 -1.890 -1.497
H -2.113 -2.642 0.216
H -0.711 1.593 3.552
*
```

**E_LUMO**: 0.018 Eh
**SMILES**: CSC(=C=O)SC.N=C=S
**Orbital gap**: 0.3268 hartree


# 7
Molecular formula: C5H7NS
Method: DFT, ωB97M-V/def2-TZVPD

The geometry in ORCA input format:
```
! RIJCOSX wB97M-V def2-TZVPD def2/J DEFGRID3
* xyz 0 1
C -0.375 -1.064 -1.322
C -2.052 0.172 -0.323
C 0.710 -0.866 -0.364
C 0.379 -0.167 0.891
C 1.002 1.210 0.961
N -1.544 -0.608 -1.047
S -2.970 1.225 0.337
H -0.281 -1.939 -2.062
H 0.899 -2.075 -0.147
H 1.575 -0.539 -0.840
H -0.679 -0.002 1.084
H 2.033 1.166 1.193
H 0.531 1.818 1.741
H 0.771 1.670 -0.101
*
```

**E_LUMO (spin up / spin down)**: -0.011 / -0.013 Eh
**Orbital gap (spin up / spin down)**: 0.2500 / 0.2993 hartree


# 8
Molecular formula: C5H7NS
Method: DFT, ωB97M-V/def2-TZVPD

The geometry in ORCA input format:
```
! RIJCOSX wB97M-V def2-TZVPD def2/J DEFGRID3
* xyz 0 1
C 1.611 0.944 0.388
C 2.917 0.657 0.474
C 1.752 -0.815 -1.164
C -0.846 -0.941 0.523
C -0.412 -0.155 -0.677
N 0.998 0.164 -0.649
S 3.413 -0.478 -0.712
H 0.850 1.522 0.885
H 3.612 1.156 1.118
H -0.600 -1.975 0.311
H -1.896 -1.081 0.578
H -1.013 0.821 -0.657
H -0.835 -0.626 -1.499
H -0.358 -0.768 1.472
*
```

**E_LUMO**: 0.033 Eh
**Orbital gap**: 0.3480 hartree


# 9
Molecular formula: C5H7NS
Method: DFT, ωB97M-V/def2-TZVPD

The geometry in ORCA input format:
```
! RIJCOSX wB97M-V def2-TZVPD def2/J DEFGRID3
* xyz 0 1
C 0.763 0.020 -0.072
C -0.180 -1.259 0.143
C -1.424 -0.680 -0.425
C -1.403 0.623 0.370
C -0.140 1.291 -0.165
H -0.243 -1.357 1.231
H 0.270 -2.116 -0.386
H -1.280 -0.487 -1.509
H -3.149 -0.328 0.772
H -1.280 0.487 1.433
H -0.233 1.606 -1.167
H 0.281 2.142 0.390
N -2.650 0.060 -0.054
S 2.405 -0.022 0.031
*
```

**E_LUMO**: -0.011 Eh
**SMILES**: S=C1C[C@H]2N[C@@H]2C1
**Orbital gap**: 0.3067 hartree


# 10
Molecular formula: C5H7NS2
Method: DFT, ωB97M-V/def2-TZVPD

The geometry in ORCA input format:
```
! RIJCOSX wB97M-V def2-TZVPD def2/J DEFGRID3
* xyz 0 1
C -1.496 -1.334 0.796
C -0.851 -0.133 0.146
C 0.344 0.388 0.967
C 1.238 1.024 -0.076
C 0.768 0.539 -1.425
H -0.878 -2.237 0.823
H -1.585 0.628 0.045
H 0.060 1.159 1.664
H 0.847 -0.447 1.511
H 1.632 0.125 -1.983
H 0.342 1.377 -1.974
H 0.199 -1.361 -1.099
N -0.254 -0.459 -1.146
S -2.894 -1.223 1.574
S 2.527 1.953 0.177
*
```

**E_LUMO**: -0.019 Eh
**SMILES**: S=C[C@H]1CC(=S)CN1
**Orbital gap**: 0.2986 hartree


# 11
Molecular formula: C5H7O3
Method: DFT, ωB97M-V/def2-TZVPD

The geometry in ORCA input format:
```
! RIJCOSX wB97M-V def2-TZVPD def2/J DEFGRID3
* xyz -1 1
O -0.102 -1.758 -1.619
C 0.722 -1.995 -0.705
O 1.676 -2.784 -0.651
C 0.572 -1.114 0.571
C -0.638 -0.203 0.498
C -0.414 0.967 -0.449
C -0.265 2.330 0.146
O -0.498 2.678 1.279
H 1.509 -0.572 0.729
H 0.399 -1.819 1.395
H -0.898 0.176 1.484
H -1.450 -0.862 0.190
H -1.163 1.095 -1.229
H 0.479 0.792 -1.052
H 0.072 3.071 -0.589
*
```

**E_LUMO**: 0.130 Eh
**SMILES**: O=CCCCC(=O)[O-]
**Orbital gap**: 0.2798 hartree


# 12
Molecular formula: C5H7OP
Method: DFT, ωB97M-V/def2-TZVPD

The geometry in ORCA input format:
```
! RIJCOSX wB97M-V def2-TZVPD def2/J DEFGRID3
* xyz 0 1
C 1.983 -0.368 0.133
C 0.719 -1.007 -0.005
C 1.991 1.006 0.055
C -0.334 -0.073 -0.150
C -1.750 -0.261 -0.455
O -2.546 0.535 0.398
P 0.206 1.676 -0.273
H 2.780 -0.973 0.463
H 0.464 -2.106 0.225
H 2.835 1.595 -0.011
H -1.978 -1.289 -0.238
H -1.938 0.082 -1.552
H -2.452 1.441 0.152
H 0.040 1.820 1.048
*
```

**E_LUMO**: 0.011 Eh
**SMILES**: OCC1=[PH]=CC=C1
**Orbital gap**: 0.3247 hartree


Number 1: E_tot -741.37864 Ha. Number 2: E_tot -797.96544 Ha. Number 3: E_tot -474.91656 Ha. Number 4: E_tot -475.10516 Ha. Number 5: E_tot -722.83668 Ha. Number 6: E_tot -1519.18845 Ha. Number 7: E_tot -647.48721 Ha. Number 8: E_tot -647.57352 Ha. Number 9: E_tot -647.50209 Ha. Number 10: E_tot -1045.79740 Ha. Number 11: E_tot -420.49842 Ha. Number 12: E_tot -611.22184 Ha.